# C5H7NO

An isolated molecule of C5H7NO in a non-equilibrium geometry (wB97M-V/def2-TZVPD, the Open Molecules 2025 dataset).

Structure (XYZ):
```
14
Properties=species:S:1:pos:R:3:forces:R:3
H 1.3315 1.4597 0.1162 -0.39 -0.12 -1.04
H -0.1466 -1.7536 -1.5496 -0.15 1.44 0.75
O 1.2608 -1.3816 -0.0353 -1.13 1.58 0.62
N -2.8725 -0.1246 -0.0278 0.33 0.24 0.05
H 0.8974 -0.2203 1.8388 0.20 0.11 -0.26
H 0.0206 1.9208 1.0755 -0.33 -0.60 -2.09
H -0.1955 -1.5598 1.4426 -0.81 -0.82 0.68
C -1.7295 0.0148 -0.0370 -3.55 -0.45 -0.13
C 0.3801 -0.7669 1.0546 0.92 -0.61 -3.08
C 0.3672 -0.8324 -1.1118 0.91 -2.97 0.72
H -0.1564 2.1609 -0.7419 0.01 0.49 -0.61
C -0.3544 0.0456 -0.0691 4.06 1.37 0.46
H 0.9638 -0.4629 -1.9511 -0.17 0.79 0.43
C 0.2335 1.5002 -0.0041 0.10 -0.46 3.47
```
Positions in Å, forces in eV/Å.

Properties
Orbital gap: 11.00 eV
F_max: 4.309 eV/A
SMILES: CC1(C#N)COC1
Spin multiplicity: 1